No. 1
Molecular formula: C23H33FN4O
Method: DFT, ωB97M-V/def2-TZVPD

Summary:
Energy above the lowest of the compared OMol25 structures with the same formula, charge and spin, kcal per mole: 14.74
Spin multiplicity: 1
Total charge: 0
M, g/mol: 400.54
Largest force on an atom, eV/Å: 0.806
Orbital gap, eV: 9.0
Structure (SMILES): CC(C)=CCN1CCN(Cc2cc(F)ccc2-n2nc(C)cc2C)C[C@H]1CCO
Energy, a.u.: -1290.3225
HOMO level, eV: -8.4

Structure (XYZ):
```
62
Properties=species:S:1:pos:R:3:forces:R:3
C 5.6936 1.9765 -0.7966 -0.10 -0.17 -0.02
C 4.6268 1.2554 -0.0261 0.09 0.06 -0.03
C 4.1712 0.0724 -0.4197 0.12 -0.13 0.02
C 3.1398 -0.7771 0.2742 -0.03 0.10 0.09
N 1.9454 -0.0561 0.7025 -0.14 -0.15 0.02
C 1.3072 -0.7329 1.8187 -0.08 0.06 0.26
C 0.1559 0.0979 2.3723 0.13 -0.25 0.00
N -0.8148 0.3050 1.3226 0.04 0.32 0.22
C -0.1728 0.9956 0.2223 0.03 -0.33 -0.26
H -0.9245 1.1855 -0.5430 0.05 0.04 -0.05
C 0.9502 0.1322 -0.3544 -0.02 0.36 -0.21
C 1.5258 0.7763 -1.6161 -0.41 -0.21 -0.14
H 1.9239 1.7625 -1.3745 0.12 0.08 0.00
H 2.3447 0.1615 -1.9852 0.04 0.05 -0.06
C 0.5056 0.9181 -2.7585 0.28 0.32 0.17
O -0.0700 -0.2917 -3.1695 -0.13 -0.46 0.04
H -0.6686 -0.6301 -2.4771 -0.06 0.12 -0.10
H -0.2723 1.6478 -2.4914 0.08 0.00 -0.06
H 1.0322 1.3056 -3.6367 -0.07 0.09 0.13
H 0.5244 -0.8481 -0.6291 0.04 0.13 0.04
H 0.2523 1.9621 0.5476 -0.01 0.03 -0.05
C -2.0106 0.9844 1.7763 0.19 -0.11 0.10
C -3.0809 1.0074 0.7163 -0.07 -0.18 -0.18
C -3.8856 2.1331 0.5956 -0.20 0.04 -0.12
C -4.8318 2.2105 -0.4081 0.10 -0.10 0.04
C -4.9951 1.2004 -1.3382 -0.02 0.20 0.10
C -4.2069 0.0735 -1.2162 0.08 0.01 0.17
C -3.2764 -0.0435 -0.1874 -0.36 0.57 -0.09
N -2.5283 -1.2345 -0.1315 -0.09 -0.74 0.31
C -2.5237 -2.1843 0.8342 0.00 -0.20 -0.20
C -1.6947 -3.1881 0.3838 -0.07 0.25 0.02
C -1.2387 -2.7651 -0.8761 -0.23 0.04 0.28
N -1.7633 -1.5878 -1.1737 0.35 0.07 -0.65
C -0.3106 -3.4706 -1.7994 -0.07 0.04 -0.04
H -0.7731 -4.3856 -2.1686 0.03 -0.05 -0.05
H 0.6053 -3.7452 -1.2771 0.08 -0.01 -0.03
H -0.0677 -2.8316 -2.6441 0.09 -0.01 -0.07
H -1.4545 -4.1027 0.8871 0.01 -0.20 0.14
C -3.3404 -2.1049 2.0716 0.06 0.03 0.03
H -3.8026 -3.0705 2.2695 -0.04 0.02 0.03
H -2.7153 -1.8544 2.9286 -0.02 0.06 0.08
H -4.1210 -1.3535 1.9724 -0.07 0.02 0.07
H -4.2983 -0.7369 -1.9227 -0.01 -0.09 -0.04
H -5.7212 1.3007 -2.1282 -0.08 0.03 -0.08
F -5.6004 3.3147 -0.4913 0.07 -0.10 -0.01
H -3.7697 2.9636 1.2751 0.03 0.11 0.05
H -2.3831 0.4556 2.6602 0.03 0.07 0.01
H -1.7995 2.0259 2.0841 -0.06 -0.08 0.01
H -0.3142 -0.4417 3.1992 0.01 0.02 0.02
H 0.5493 1.0566 2.7568 -0.01 -0.03 0.03
H 2.0472 -0.8817 2.6095 -0.01 -0.03 -0.03
H 0.9099 -1.7198 1.5181 0.03 0.01 0.06
H 2.8719 -1.6273 -0.3753 0.02 -0.02 0.07
H 3.6043 -1.1964 1.1746 -0.10 -0.07 -0.07
H 4.6022 -0.3785 -1.3048 0.11 0.03 -0.14
C 4.1451 1.9736 1.1973 -0.02 -0.16 0.03
H 4.9061 1.9254 1.9771 0.11 0.08 0.08
H 3.2273 1.5266 1.5629 -0.01 0.11 0.10
H 3.9698 3.0245 0.9718 -0.02 0.14 0.03
H 6.5296 2.2212 -0.1420 0.11 0.07 0.03
H 5.3023 2.9127 -1.1950 0.01 0.13 -0.03
H 6.0613 1.3760 -1.6245 0.06 -0.02 -0.09
```
Positions in Å, forces in eV/Å.

Here are the Löwdin charges for atoms 1 to 6, given in e: number 1, C, carries -0.0668; number 2, C, carries -0.3545; number 3, C, carries -0.0889; number 4, C, carries -0.1784; number 5, N, carries -0.1444; number 6, C, carries -0.1705

***

No. 2
Molecular formula: C23H33N3O4S
Method: DFT, ωB97M-V/def2-TZVPD

Summary:
Energy above the lowest of the compared OMol25 structures with the same formula, charge and spin, kcal per mole: 25.67
Spin multiplicity: 1
Total charge: 0
M, g/mol: 447.60
Largest force on an atom, eV/Å: 1.190
Orbital gap, eV: 8.5
Structure (SMILES): CCCN(CCC)C(=O)c1cn(CC)c2ccc(S(=O)(=O)N3CCCCC3)cc2c1=O
Energy, a.u.: -1759.6670
HOMO level, eV: -8.5

Structure (XYZ):
```
64
Properties=species:S:1:pos:R:3:forces:R:3
C -6.4181 -3.3753 -1.3154 0.23 0.06 0.06
C -5.1458 -2.6856 -0.8428 -0.21 0.14 0.05
H -4.4520 -2.5710 -1.6767 0.08 0.01 0.04
H -4.6534 -3.2952 -0.0822 0.09 0.00 0.00
C -5.4456 -1.2990 -0.2697 -0.02 -0.18 -0.36
N -4.2342 -0.6519 0.1996 -0.12 -0.03 -0.01
C -3.5722 0.1394 -0.6648 0.23 0.16 0.09
O -4.0218 0.4449 -1.7602 -0.12 0.09 -0.32
C -2.2246 0.6678 -0.2663 0.08 -0.14 -0.06
C -1.9932 1.9889 -0.4567 -0.16 -0.34 0.10
N -0.8033 2.6081 -0.2705 -0.30 -0.07 0.10
C 0.2962 1.8647 0.0903 0.34 -0.54 0.19
C 1.5642 2.4416 0.2748 0.05 0.06 -0.02
C 2.6402 1.6664 0.6425 -0.03 0.17 -0.03
C 2.4816 0.3024 0.8489 0.46 -0.43 0.26
C 1.2526 -0.2833 0.6886 -0.05 0.03 0.03
C 0.1506 0.4763 0.2897 0.26 0.08 0.00
C -1.1281 -0.2250 0.0694 -0.08 0.23 -0.06
O -1.2193 -1.4424 0.1488 -0.01 -0.01 0.02
H 1.1132 -1.3365 0.8778 -0.10 -0.12 -0.02
S 3.9058 -0.6953 1.3033 0.21 -0.10 -0.04
O 4.9141 0.2010 1.7915 -0.10 0.18 -0.27
O 3.4468 -1.7606 2.1422 -0.30 -0.05 -0.23
N 4.4946 -1.3774 -0.0802 -0.36 0.47 1.03
C 3.7547 -2.4514 -0.6905 -0.45 -0.50 -0.13
C 2.7871 -1.9687 -1.7902 0.07 0.12 0.03
C 3.2369 -0.6169 -2.3545 0.08 -0.10 -0.15
C 4.7600 -0.5487 -2.3915 -0.21 0.04 0.14
C 5.3137 -0.5756 -0.9619 0.51 0.36 -0.25
H 6.3356 -0.9758 -0.9590 -0.07 0.13 0.03
H 5.3508 0.4269 -0.5331 0.15 0.02 -0.19
H 5.1403 -1.4028 -2.9543 0.06 0.00 -0.08
H 5.0951 0.3598 -2.8930 0.09 -0.05 -0.02
H 2.8254 -0.4797 -3.3557 -0.05 0.07 0.04
H 2.8609 0.1946 -1.7272 -0.05 0.03 -0.06
H 2.7709 -2.7119 -2.5886 -0.06 -0.03 -0.01
H 1.7721 -1.8807 -1.4030 -0.04 -0.10 -0.03
H 4.4820 -3.1536 -1.1119 -0.05 0.02 0.10
H 3.2245 -2.9561 0.1164 0.05 -0.22 -0.18
H 3.6154 2.1012 0.7948 0.07 0.15 0.01
H 1.7169 3.4981 0.1298 -0.01 0.10 -0.03
C -0.7126 4.0265 -0.5627 0.17 0.43 -0.35
C -0.1992 4.2720 -1.9793 -0.06 0.01 0.23
H 0.7945 3.8516 -2.1107 0.09 -0.02 -0.04
H -0.8662 3.8085 -2.7023 -0.05 -0.03 -0.08
H -0.1568 5.3393 -2.1783 0.03 0.11 -0.06
H -0.0689 4.5105 0.1748 -0.14 -0.04 0.00
H -1.7124 4.4537 -0.4588 0.12 -0.08 0.11
H -2.8070 2.6241 -0.7788 0.00 0.06 -0.06
C -3.8759 -0.8613 1.5827 -0.06 0.16 0.46
H -4.0834 -1.9049 1.8332 0.13 0.01 -0.04
H -2.8100 -0.6948 1.7215 -0.07 -0.13 -0.01
C -4.6557 0.0600 2.5308 0.17 0.00 -0.20
C -4.3283 1.5302 2.3044 -0.10 -0.19 0.12
H -4.5846 1.8234 1.2887 -0.02 0.11 -0.09
H -3.2668 1.7131 2.4601 0.11 0.08 0.00
H -4.8910 2.1549 2.9940 -0.03 0.12 0.02
H -4.4045 -0.2190 3.5555 -0.06 -0.06 0.05
H -5.7280 -0.0945 2.3964 -0.04 -0.07 0.07
H -6.1533 -1.3765 0.5587 0.00 0.04 0.00
H -5.8788 -0.6695 -1.0511 -0.06 -0.08 0.17
H -6.1889 -4.3556 -1.7253 -0.07 -0.10 -0.05
H -6.9052 -2.7849 -2.0880 -0.11 0.03 -0.10
H -7.1156 -3.5030 -0.4897 -0.13 -0.04 0.05
```
Positions in Å, forces in eV/Å.

Here are the Löwdin charges for atoms 1 to 6, given in e: number 1, C, carries -0.1101; number 2, C, carries -0.2279; number 3, H, carries 0.1153; number 4, H, carries 0.1077; number 5, C, carries -0.1610; number 6, N, carries -0.0477

***

No. 3
Molecular formula: C23H33N3O5S
Method: DFT, ωB97M-V/def2-TZVPD

Summary:
Energy above the lowest of the compared OMol25 structures with the same formula, charge and spin, kcal per mole: 11.74
Spin multiplicity: 1
Total charge: 0
M, g/mol: 463.60
Largest force on an atom, eV/Å: 0.976
Orbital gap, eV: 8.7
Structure (SMILES): CCOCCCNC(=O)c1cn(CC)c2ccc(S(=O)(=O)N3CCC(C)CC3)cc2c1=O
Energy, a.u.: -1834.9187
HOMO level, eV: -8.7

Structure (XYZ):
```
65
Properties=species:S:1:pos:R:3:forces:R:3
C -0.6871 -4.3083 -2.1777 -0.35 0.15 -0.16
C -1.5594 -3.6999 -3.2730 0.33 -0.07 -0.03
O -2.8260 -3.2731 -2.8210 -0.14 0.10 0.12
C -3.7595 -4.3062 -2.5961 -0.30 -0.10 -0.18
C -5.0655 -3.6849 -2.1065 0.44 -0.03 0.22
H -5.8686 -4.4162 -2.2046 -0.04 -0.02 -0.03
H -5.2931 -2.8250 -2.7372 -0.09 -0.01 -0.07
C -4.9854 -3.2302 -0.6454 -0.42 -0.03 -0.18
N -3.9687 -2.2325 -0.4415 0.22 -0.18 -0.02
C -4.2557 -0.9383 -0.2564 0.23 -0.02 0.17
O -5.3866 -0.4942 -0.1143 -0.32 0.17 -0.03
C -3.0643 -0.0283 -0.2074 -0.03 0.05 -0.09
C -3.3374 1.2969 -0.0814 -0.09 -0.41 0.02
N -2.4215 2.2852 -0.0310 -0.13 -0.21 0.13
C -1.0901 1.9776 -0.1887 0.53 -0.48 -0.07
C -0.0924 2.9674 -0.2277 0.12 0.10 0.01
C 1.2286 2.6232 -0.3922 -0.21 0.17 0.01
C 1.5889 1.2894 -0.5308 0.47 -0.36 -0.04
C 0.6380 0.3032 -0.4948 0.08 -0.04 -0.05
C -0.7110 0.6253 -0.3182 0.12 0.25 -0.03
C -1.6896 -0.4769 -0.2831 -0.12 0.26 0.10
O -1.3243 -1.6490 -0.3064 0.14 -0.03 -0.08
H 0.9166 -0.7331 -0.6138 -0.03 -0.12 0.02
S 3.3236 0.9103 -0.7413 -0.16 0.14 0.27
O 3.9066 1.9027 -1.5966 -0.02 0.21 0.14
O 3.4734 -0.4721 -1.0976 -0.23 -0.05 0.20
N 3.8717 1.2062 0.8190 -0.41 0.00 -0.88
C 5.2732 1.5675 0.9056 0.53 0.44 -0.21
C 5.5752 2.0891 2.3064 -0.04 -0.44 -0.13
H 4.9764 2.9824 2.4916 -0.01 0.10 0.03
H 6.6300 2.3602 2.3706 0.03 0.05 -0.01
C 5.2335 1.0247 3.3512 -0.17 0.33 0.21
C 5.4955 1.5333 4.7654 0.02 -0.20 -0.27
H 5.2583 0.7651 5.4976 -0.02 -0.05 0.14
H 4.8836 2.4078 4.9750 -0.08 0.12 0.05
H 6.5405 1.8097 4.8835 0.12 0.06 0.08
C 3.7697 0.6167 3.1726 0.23 -0.15 -0.28
C 3.5145 0.1503 1.7421 -0.35 -0.37 0.45
H 2.4569 -0.0753 1.5905 0.03 -0.13 0.13
H 4.0931 -0.7599 1.5274 -0.07 0.03 0.02
H 3.1287 1.4747 3.3842 -0.07 0.05 0.07
H 3.5113 -0.1860 3.8648 -0.05 -0.01 0.03
H 5.8633 0.1461 3.1709 0.00 -0.02 -0.04
H 5.4503 2.3292 0.1457 0.17 -0.05 0.10
H 5.9109 0.6981 0.6846 0.02 0.06 0.01
H 2.0034 3.3712 -0.4361 0.01 0.21 0.02
H -0.3475 4.0102 -0.1392 -0.04 0.09 0.00
C -2.8912 3.6534 0.0908 -0.14 0.53 -0.25
C -3.0303 4.3206 -1.2752 0.04 -0.06 0.23
H -3.3874 5.3396 -1.1545 -0.03 0.12 -0.03
H -2.0773 4.3430 -1.7975 0.07 0.02 -0.07
H -3.7434 3.7728 -1.8864 -0.06 -0.03 -0.07
H -2.2094 4.2157 0.7319 -0.11 -0.10 0.02
H -3.8653 3.6272 0.5839 0.17 -0.04 0.04
H -4.3774 1.5875 -0.0040 -0.02 0.04 0.02
H -3.0054 -2.4813 -0.6471 -0.09 0.22 0.13
H -5.9381 -2.7866 -0.3443 0.13 -0.15 0.05
H -4.7699 -4.0912 -0.0032 -0.08 0.05 -0.02
H -3.3852 -5.0223 -1.8503 -0.01 -0.01 -0.05
H -3.9323 -4.8557 -3.5366 0.06 0.02 0.12
H -1.6805 -4.4100 -4.1062 0.01 0.12 0.03
H -1.0829 -2.7924 -3.6532 0.00 -0.13 -0.05
H -0.6341 -3.6208 -1.3378 0.06 0.02 0.06
H -1.0863 -5.2605 -1.8352 0.02 -0.11 0.04
H 0.3148 -4.4735 -2.5636 0.14 -0.07 -0.03
```
Positions in Å, forces in eV/Å.

Here are the Löwdin charges for atoms 1 to 6, given in e: number 1, C, carries -0.0677; number 2, C, carries -0.2643; number 3, O, carries -0.1718; number 4, C, carries -0.2325; number 5, C, carries -0.1431; number 6, H, carries 0.1131